Entry 1:
Entry from the OMol25 dataset: a 2-piece molecular cluster, C6H12N2 overall in a non-equilibrium geometry (ωB97M-V/def2-TZVPD).

Output
HOMO-LUMO gap = 0.349 Eh
Highest occupied orbital energy = -8.620 eV
Max |F| = 1.687 eV/A
Charge = 0

Geometry (Å):
C -0.96121 3.14791 0.93069
C -1.53712 2.77954 -0.43980
H -1.64350 2.74267 1.68664
H 0.01760 2.72682 1.12470
H -1.08920 4.22028 1.09548
H -1.92243 3.57361 -1.08401
H -2.39426 2.12060 -0.34857
H -0.80606 2.27204 -1.06856
C 1.15062 -0.93130 1.91048
C -0.32275 -0.77467 -1.32279
C 0.77478 -1.10932 0.48080
C 1.02023 -2.18467 -0.32576
N -0.09308 -0.24557 -0.14962
N 0.31515 -1.95919 -1.47677
H -0.97356 -0.33130 -2.06178
H 0.32246 -2.44546 -2.35503
H 1.62974 -3.04470 -0.10434
H 1.76235 -1.75710 2.25467
H 0.30137 -0.71711 2.55748
H 1.76302 -0.02688 1.99589

***

Entry 2:
Entry from the OMol25 dataset: a 9-piece molecular cluster, C36H96B3F12N6O12 overall in a non-equilibrium geometry (ωB97M-V/def2-TZVPD).

Output
HOMO-LUMO gap = 0.321 Eh
Highest occupied orbital energy = -14.406 eV
Max |F| = 4.170 eV/A
Charge = +3

Geometry (Å):
C 2.60004 -0.35668 5.37135
O 1.19122 -0.02020 5.26551
C 0.78879 1.24233 4.89083
C -0.78808 1.22917 4.58594
N -1.03649 0.43106 3.36455
H -0.39238 0.57807 2.60060
H -0.95099 -0.56663 3.49646
C -2.47248 0.64751 2.90513
C -2.81640 -0.37233 1.80558
O -2.74911 -1.66142 2.29410
C -3.34923 -2.60319 1.36551
H 3.22381 0.31742 5.95838
H 3.01077 -0.58516 4.38788
H 2.48762 -1.31513 5.87812
H 1.28886 1.66755 4.02065
H 1.03346 1.88815 5.73412
H -1.01272 2.25924 4.30918
H -1.41775 1.03345 5.45388
H -2.50112 1.67474 2.54171
H -3.16508 0.62873 3.74658
H -2.39852 -0.26656 0.80444
H -3.88784 -0.17215 1.81273
H -2.92658 -2.29670 0.40867
H -4.41729 -2.39419 1.30501
H -3.04194 -3.59969 1.68280
C 6.83840 2.91686 0.77894
O 5.43029 3.16987 0.67611
C 4.59027 2.69844 1.68913
C 3.26702 3.44246 1.63106
N 2.80857 3.17691 0.14986
H 3.65889 3.32507 -0.37463
H 2.64990 2.18934 0.00978
C 1.67570 4.00168 -0.39240
C 2.31952 5.30882 -0.99804
O 2.97475 6.11114 -0.03726
C 3.27097 7.38971 -0.54933
H 7.25000 3.53975 1.57309
H 7.29255 3.28554 -0.14080
H 6.96052 1.83661 0.85788
H 5.06119 2.79108 2.66778
H 4.47398 1.63320 1.48951
H 3.31161 4.51482 1.82122
H 2.50070 2.98662 2.25801
H 0.90494 4.00105 0.37833
H 1.40405 3.36025 -1.23078
H 1.49844 5.82609 -1.49439
H 3.01257 5.02562 -1.79024
H 3.90559 7.95763 0.13096
H 2.29144 7.86551 -0.50215
H 3.78101 7.44295 -1.51117
C -2.42532 3.32262 -0.03228
O -3.86077 3.23345 -0.43774
C -4.67269 4.28210 0.05076
C -6.04137 3.94156 -0.34328
N -6.01496 3.60582 -1.88109
H -5.96493 4.48821 -2.36994
H -5.18487 3.08038 -2.11556
C -7.18926 2.71877 -2.38719
C -6.84586 2.27896 -3.82227
O -5.73475 1.44271 -3.67744
C -5.15297 0.95588 -4.87188
H -1.91273 2.43275 -0.39763
H -2.25410 3.22203 1.03948
H -1.87201 4.18874 -0.39533
H -4.39203 5.25348 -0.35638
H -4.63497 4.42259 1.13101
H -6.74643 4.71970 -0.05087
H -6.37166 3.03756 0.16836
H -8.03013 3.41142 -2.35109
H -7.25067 1.91272 -1.65602
H -6.71184 3.17967 -4.42131
H -7.62400 1.77350 -4.39420
H -5.69272 0.13482 -5.34371
H -4.23551 0.52939 -4.46633
H -4.82637 1.69921 -5.59912
C -2.68154 5.03298 -3.08908
O -2.09016 4.06378 -4.01674
C -0.65050 4.30155 -4.07487
C -0.11108 3.36814 -5.18604
N -0.83801 2.04686 -5.03090
H -1.68266 2.27534 -4.52646
H -1.00184 1.77526 -5.98981
C -0.19721 0.88139 -4.27342
C -1.29337 0.00354 -3.78811
O -2.24172 0.59846 -2.93591
C -3.06323 -0.41190 -2.25001
H -2.49336 6.00735 -3.53996
H -2.23507 5.18871 -2.10698
H -3.74205 4.78198 -3.10913
H -0.17156 4.14338 -3.10859
H -0.57264 5.31914 -4.45767
H 0.97543 3.32674 -5.26283
H -0.55221 3.73817 -6.11155
H 0.11904 1.52374 -3.45155
H 0.50183 0.48858 -5.01176
H -0.98399 -0.88975 -3.24551
H -1.85251 -0.35427 -4.65266
H -3.47893 -1.05057 -3.02936
H -3.82871 0.04347 -1.62167
H -2.39587 -0.96005 -1.58498
C 4.13318 -3.99026 2.44520
O 3.62256 -3.04758 1.38437
C 4.42636 -2.89920 0.21103
C 3.92052 -1.83781 -0.68389
N 2.43077 -1.95283 -1.11360
H 1.88163 -2.09903 -0.27863
H 2.17364 -1.02055 -1.40487
C 1.92823 -2.90784 -2.29278
C 2.57136 -4.23514 -2.13230
O 2.37870 -4.78109 -0.81335
C 3.18853 -5.95947 -0.57681
H 3.45995 -3.82244 3.28585
H 5.09900 -3.56795 2.72258
H 4.21482 -5.03107 2.13191
H 4.63588 -3.89898 -0.16927
H 5.38138 -2.60571 0.64683
H 4.39567 -1.69222 -1.65401
H 3.99075 -0.87279 -0.18196
H 2.24601 -2.41453 -3.21135
H 0.85962 -3.04442 -2.12691
H 3.65324 -4.21481 -2.26350
H 2.21829 -4.98992 -2.83498
H 4.26685 -5.85838 -0.69967
H 2.84443 -6.90103 -1.00479
H 3.09385 -6.20880 0.48005
C 0.47933 -3.24043 2.44370
O 0.76433 -4.59441 2.93237
C -0.11387 -5.09306 3.91982
C 0.07878 -6.50917 4.46478
N 0.09197 -7.45323 3.28281
H 0.86957 -7.39341 2.64106
H 0.20602 -8.39998 3.61559
C -1.22987 -7.51391 2.35309
C -1.00558 -8.40426 1.16722
O -0.78160 -9.72993 1.58673
C -0.20036 -10.67884 0.63037
H 1.41725 -2.83093 2.06857
H 0.19673 -2.62294 3.29632
H -0.27895 -3.26244 1.66101
H -1.08946 -4.98743 3.44529
H 0.03561 -4.45856 4.79341
H -0.79000 -6.91261 4.98493
H 0.94602 -6.78061 5.06671
H -1.53333 -6.54719 1.95126
H -2.08117 -7.85907 2.93982
H -0.17420 -8.03820 0.56480
H -1.87718 -8.47989 0.51707
H 0.76451 -10.32231 0.26978
H -0.80326 -10.79991 -0.26960
H -0.02050 -11.66583 1.05654
B -0.49128 4.93317 2.64815
F -0.03441 5.35031 3.87656
F -0.25992 3.58499 2.60686
F -1.89119 5.05901 2.48283
F 0.15889 5.53624 1.65088
B 4.14439 1.09317 -2.95684
F 3.14203 1.92337 -2.39545
F 3.47481 -0.02005 -3.33791
F 4.55372 1.58216 -4.17061
F 5.06459 0.85002 -2.02012
B 0.80235 0.56976 0.37644
F 0.38541 -0.69985 0.35304
F 1.07306 0.76258 -0.96398
F -0.19073 1.38538 0.87499
F 1.95371 0.82767 1.08296

***

Q: charge of number 1 (C6H12N2)?
A: 0